# 1
Here is a structure of composition C13H35ClFLi2N3O11P2 at a distorted geometry from OMol25. Energies are from ωB97M-V/def2-TZVPD.

For the HOMO energy, the calculation gives -4.91 eV.

```
68
Properties=species:S:1:pos:R:3:forces:R:3:lowdin_charge:R:1
N 3.2176 -2.1626 1.2080 -0.377 0.527 -1.007 -0.1935
P 1.6820 -1.4599 1.1042 -0.211 1.192 0.581 0.5502
O 1.5982 -0.6876 -0.3709 0.166 -0.337 0.173 -0.3475
P 0.1888 -3.0170 1.0302 -0.045 -1.185 0.958 0.7157
C -1.3348 -1.9125 1.3405 0.048 0.392 0.513 -0.9033
O -2.0739 -1.5949 0.3884 0.542 -2.613 1.774 -0.1501
O -1.4454 -1.5577 2.5801 0.089 -0.255 -2.448 -0.2145
H 3.8575 -1.4048 1.4605 0.119 -0.180 0.119 0.0170
H 3.5575 -2.4822 0.2994 0.047 -0.268 0.150 0.0539
H 0.8661 -0.0601 -0.3212 0.160 -0.056 -0.286 0.0148
H 0.1023 -3.5750 -0.2718 -0.163 0.637 -0.219 -0.1096
C -2.6435 -0.0731 -2.1968 0.113 0.674 0.171 -0.1182
C -2.8160 0.3068 -0.7415 0.082 0.227 -0.878 -0.2053
O -2.7902 1.7713 -0.6310 -0.650 0.787 0.342 0.0378
C -3.8724 2.4105 -1.0173 0.935 -0.378 -0.463 -0.6160
O -4.9125 1.9533 -1.4037 -0.441 -0.077 0.089 0.1255
O -3.6059 3.7473 -1.0361 -0.268 0.295 0.186 -0.0142
C -4.6476 4.4999 -1.6448 0.491 0.026 0.193 -0.0560
H -1.7641 0.4248 -2.6403 -0.340 -0.460 0.274 -0.0413
H -2.5551 -1.1481 -2.3270 0.072 -0.031 0.116 0.0822
H -3.5024 0.2798 -2.7679 -0.054 -0.150 -0.119 0.0558
H -1.9923 -0.0596 -0.1357 -0.298 1.161 -0.434 0.0611
H -3.7338 -0.0953 -0.3134 0.003 0.380 0.105 0.1201
H -5.6243 4.3231 -1.2030 -0.011 -0.175 -0.085 0.1061
H -4.6892 4.1966 -2.7012 -0.509 0.148 -0.024 0.0491
H -4.3900 5.5520 -1.5480 0.130 -0.065 -0.064 0.1047
C -1.0235 -0.3199 4.7262 0.027 0.317 0.873 0.0097
N 0.2219 0.4168 4.3468 -0.656 -0.866 0.534 -0.4452
O 1.1855 -0.2228 4.1123 0.806 0.190 0.103 0.1252
O 0.1488 1.6728 4.2730 -0.350 -0.123 -0.792 -0.0844
H -0.8007 -1.3796 4.7088 -0.018 0.160 -0.137 0.0987
H -1.3084 0.0256 5.7171 0.087 0.184 0.044 0.1060
H -1.8008 -0.0961 3.9966 0.098 -0.111 0.130 0.0679
Li -0.8575 1.6051 2.5975 0.169 -0.113 -0.115 0.7980
Li -3.5280 4.0708 -4.2951 1.109 -0.083 -0.705 0.8264
C -2.9614 -5.8279 0.2354 0.223 -0.002 -0.049 -0.0841
C -1.8052 -6.7214 0.2863 -0.119 0.166 -0.030 -0.2820
N -0.9096 -7.4350 0.3210 0.008 -0.128 0.026 0.1498
H -3.7135 -6.2561 -0.4294 0.060 0.053 -0.067 0.0599
H -3.3715 -5.7061 1.2367 0.104 0.085 0.022 0.0603
H -2.6729 -4.8459 -0.1427 0.019 -0.008 0.032 0.0833
C 7.7209 1.2732 2.3015 -0.207 -0.011 -0.005 -0.0910
C 7.0886 0.7287 1.0147 0.165 0.273 0.697 -0.3050
O 5.6869 0.5162 1.1620 -0.117 -0.345 0.230 -0.1771
C 4.9153 1.6446 1.4555 -0.114 0.091 0.076 -0.3136
C 4.9821 2.7458 0.4088 -0.018 0.019 -0.091 -0.0776
H 7.5379 0.6001 3.1456 0.036 -0.001 -0.048 0.0682
H 8.7990 1.3735 2.1643 0.006 -0.019 -0.005 0.0671
H 7.3292 2.2565 2.5805 0.082 0.004 -0.056 0.0521
H 7.5142 -0.2371 0.7761 -0.113 -0.073 -0.179 0.1015
H 7.2965 1.3633 0.1591 -0.045 -0.038 -0.141 0.0836
H 5.1657 2.0441 2.4519 -0.017 0.065 -0.058 0.0992
H 3.8840 1.2763 1.5206 0.015 0.024 0.009 0.0962
H 5.9877 3.1554 0.3172 0.008 0.015 0.027 0.0672
H 4.3062 3.5650 0.6776 0.017 -0.049 0.024 0.0636
H 4.6985 2.3515 -0.5669 0.053 -0.041 -0.006 0.0853
C -1.2437 3.4807 -5.9429 -0.315 1.015 0.100 -0.2343
O -1.8575 4.8251 -5.8143 -0.353 -0.522 0.239 -0.2197
H -1.7813 2.8179 -5.2625 0.186 0.074 -0.167 -0.1337
H -1.3337 3.0977 -6.9553 -0.106 0.039 -0.047 0.0741
H -0.1994 3.5120 -5.6418 -0.086 -0.028 0.083 0.0715
H -1.3991 5.4383 -6.3954 -0.119 0.081 0.089 0.0670
F 6.8678 -0.0314 -1.4302 0.022 -0.061 -0.363 -0.7011
O -5.8884 -6.3575 1.1798 -0.090 0.027 0.038 0.3067
H -6.5237 -5.6312 1.3570 -0.062 0.130 0.021 0.1946
H -6.1407 -6.8812 0.3902 -0.007 -0.069 -0.138 0.1900
H -5.7515 -6.9270 1.9666 0.061 -0.076 0.119 0.1933
Cl -1.1419 0.8441 -4.8497 -0.080 -0.459 -0.037 -0.2421
```
Forces are in eV/Å.

# 2
Here is a cluster of 4 separate species, C13H35O3S2 in total from OMol25. Energies are from ωB97M-V/def2-TZVPD.

Its total charge is +1. For the HOMO energy, the calculation gives -12.14 eV.

```
53
Properties=species:S:1:pos:R:3:forces:R:3:lowdin_charge:R:1
C 5.2366 -3.1206 1.1707 -0.040 -0.027 0.076 -0.0938
C 3.9734 -3.9616 0.9755 0.180 0.043 -0.065 -0.2578
C 2.7718 -3.0863 0.6257 -0.081 -0.018 -0.204 -0.2828
C 1.4769 -3.8895 0.6843 0.260 -0.199 -0.062 -0.4267
S 0.1134 -2.8415 0.0772 -0.097 0.498 -0.002 0.7382
S -1.4639 -3.2741 1.3064 -0.175 -0.103 -0.044 0.5376
H 5.3040 -2.7316 2.1868 -0.046 0.059 -0.033 0.0798
H 5.2452 -2.2725 0.4843 0.062 -0.025 -0.027 0.0785
H 6.1307 -3.7127 0.9840 -0.001 0.006 0.035 0.0778
H 4.1442 -4.6639 0.1558 -0.126 -0.054 0.024 0.1159
H 3.7693 -4.5604 1.8669 0.002 0.030 0.008 0.1157
H 2.9037 -2.7150 -0.3955 0.030 0.084 0.040 0.1205
H 2.7078 -2.2040 1.2675 -0.004 -0.091 0.108 0.1222
H 1.2076 -4.2059 1.6919 -0.052 0.111 0.009 0.0894
H 1.5236 -4.7719 0.0468 -0.068 0.001 0.008 0.1048
H -0.2132 -3.4745 -1.0675 0.028 -0.170 0.061 -0.0096
H -2.0526 -2.0504 1.1633 -0.035 0.140 0.088 -0.1606
C -3.9937 -1.2817 3.7367 0.037 -0.074 -0.097 -0.0500
C -3.2435 -0.1884 2.9955 -0.165 0.079 0.183 -0.4924
C -3.8331 1.1846 3.2584 0.034 0.034 -0.106 -0.0433
O -3.2255 -0.4584 1.5796 0.209 -0.288 -0.027 -0.1140
H -5.0371 -1.3128 3.4133 -0.010 0.029 0.033 0.0912
H -3.5551 -2.2631 3.5437 0.011 0.002 0.030 0.0634
H -3.9770 -1.1078 4.8121 0.001 0.008 -0.001 0.0908
H -2.1923 -0.1986 3.2946 0.018 0.001 -0.064 0.1355
H -4.8724 1.2201 2.9211 -0.016 -0.018 0.047 0.0916
H -3.2791 1.9532 2.7215 0.000 -0.001 0.016 0.0666
H -3.8135 1.4198 4.3223 -0.007 -0.015 0.004 0.0921
H -4.1379 -0.4420 1.2646 0.036 0.036 -0.045 0.1061
C -0.7352 2.6276 1.1513 0.065 0.038 0.028 -0.0434
C 0.0055 1.9636 0.0041 -0.178 -0.088 0.149 -0.4800
C -0.9080 1.0850 -0.8290 0.042 -0.184 -0.035 -0.0552
O 1.1079 1.1958 0.5079 0.017 -0.066 -0.122 -0.0561
H -1.1484 1.8655 1.8199 -0.028 -0.008 -0.030 0.0595
H -0.0597 3.2562 1.7307 -0.003 0.007 -0.010 0.0874
H -1.5576 3.2428 0.7845 -0.007 -0.009 -0.003 0.0911
H 0.4463 2.7283 -0.6317 0.101 -0.043 0.010 0.1197
H -1.3218 0.2863 -0.2004 -0.066 0.066 0.027 0.0508
H -0.3523 0.6275 -1.6487 0.008 0.057 -0.022 0.0649
H -1.7377 1.6506 -1.2506 0.019 0.028 -0.008 0.0891
H 0.7350 0.5314 1.0985 0.026 0.094 0.069 0.0670
C 1.0115 1.8957 -4.4264 -0.052 -0.047 0.065 -0.0597
C 0.1170 3.1246 -4.3794 0.154 0.046 -0.057 -0.4938
C 0.7317 4.2942 -5.1293 -0.068 0.058 0.028 -0.0580
O -0.1670 3.4894 -3.0258 0.006 -0.091 0.017 -0.0645
H 1.9739 2.1106 -3.9531 0.014 0.015 -0.035 0.0844
H 0.5502 1.0649 -3.8908 -0.012 0.001 -0.015 0.0610
H 1.2000 1.5846 -5.4545 0.007 0.009 -0.003 0.0819
H -0.8553 2.8844 -4.8132 -0.020 0.006 0.034 0.1385
H 1.6870 4.5733 -4.6759 0.021 -0.029 -0.025 0.0837
H 0.0742 5.1619 -5.0892 -0.008 -0.009 -0.007 0.0819
H 0.9126 4.0424 -6.1747 0.008 -0.007 0.001 0.0828
H 0.6719 3.7247 -2.6118 -0.029 0.077 -0.053 0.0802
```
Forces are in eV/Å.

# 3
Here is a cluster of 2 separate species, C13H36BBrN2O4PSSi2 in total at a distorted geometry from OMol25. Energies are from ωB97M-V/def2-TZVPD.

Its total charge is +1. For the HOMO energy, the calculation gives -11.65 eV.

```
61
Properties=species:S:1:pos:R:3:forces:R:3:lowdin_charge:R:1
C 3.4846 -2.6736 -0.7030 0.377 -0.155 0.086 0.0100
C 2.2683 -1.9166 -1.3838 1.422 2.273 -1.995 -0.4153
O 2.5107 -1.0965 -2.2856 -1.142 -2.559 2.828 0.0834
O 0.8878 -2.1676 -1.0352 1.562 -1.199 -1.069 -0.0946
C 0.3532 -2.8932 -2.2002 0.890 0.125 -0.415 -0.1375
C -0.6528 -4.0514 -1.8268 2.592 -0.371 -0.701 -0.1488
N -2.1133 -3.6845 -1.6659 0.011 -0.835 0.039 -0.2638
C -2.6864 -2.6737 -2.5896 -1.239 1.354 -2.424 -0.2217
C -2.9279 -1.1850 -2.1368 0.989 1.303 -1.096 -0.6394
C -1.7102 -0.3926 -1.4685 -0.986 0.727 0.391 -0.1165
Br -4.6744 -0.8909 -1.1641 1.186 -0.620 -0.291 0.7082
P -2.9627 -5.2579 -2.0993 0.358 -3.444 0.112 0.4685
S -2.2589 -6.7773 -1.1116 -0.407 0.955 -0.302 0.3140
B -2.3914 -3.5553 -0.1707 -2.237 -0.128 3.864 -0.6739
N -1.4609 -3.0318 0.8567 -1.111 -0.605 -0.969 0.1799
O -3.6905 -4.0317 0.2826 1.723 2.016 -1.931 0.0436
H 3.6212 -2.4262 0.4041 -0.596 -0.414 -1.464 0.0930
H 4.4544 -2.3358 -1.2175 -1.747 -0.269 0.596 0.1078
H 3.4510 -3.8121 -0.8423 -0.357 1.634 0.341 0.0972
H 1.2740 -3.3872 -2.6863 -1.722 0.333 0.452 0.1557
H -0.0150 -2.1256 -2.9546 0.219 -1.136 0.917 0.1256
H -0.2386 -4.5814 -0.8943 -1.002 0.929 -1.288 0.1455
H -0.5860 -4.8459 -2.6594 -0.100 1.326 1.103 0.1256
H -3.7073 -3.0685 -2.9619 1.446 0.608 0.672 0.1198
H -2.0482 -2.6471 -3.5491 -0.751 -0.068 1.621 0.1621
H -3.1188 -0.6055 -3.1164 0.120 -1.189 1.471 0.1164
H -1.3502 -0.8135 -0.4769 -0.289 0.294 -1.467 0.0640
H -0.8759 -0.2575 -2.2267 -0.923 -0.388 1.043 0.0965
H -2.1073 0.6626 -1.2344 0.606 -1.597 -0.412 0.0984
H -2.6510 -5.4934 -3.4946 -0.311 1.113 0.694 0.0432
H -4.3815 -5.1207 -2.0213 0.695 0.738 -0.115 0.0407
H -1.1025 -3.7817 1.4711 0.030 0.592 -0.442 0.1155
H -2.0214 -2.3975 1.4605 0.462 -0.734 -0.308 0.1123
H -4.4107 -3.5997 -0.2351 0.259 -0.531 0.515 0.0633
O 1.9180 3.5736 2.3689 -0.233 -0.243 -0.262 -0.2853
Si 1.0595 5.0139 2.4146 -0.203 0.219 -0.144 0.3799
C -0.7433 4.6646 2.8199 0.258 -0.147 -0.095 -0.1664
C 1.1532 5.8604 0.7376 0.023 -0.299 0.195 -0.1644
C 1.6946 6.2271 3.6908 0.269 -0.474 -0.002 -0.1666
Si 1.8344 2.1573 1.4814 -0.096 0.323 -0.165 0.3801
C 3.1424 0.9016 1.9519 -0.012 0.327 0.246 -0.1563
C 2.0490 2.5405 -0.3476 -0.094 -0.010 0.290 -0.1538
C 0.1554 1.3441 1.7381 0.081 0.272 0.083 -0.1590
H -1.2234 4.1100 2.0100 -0.062 0.011 0.064 0.0152
H -1.2910 5.5998 2.9602 0.041 -0.033 -0.001 0.0359
H -0.8241 4.0765 3.7379 -0.062 0.026 -0.033 0.0359
H 2.1941 5.9780 0.4281 -0.035 0.034 -0.055 0.0373
H 0.6908 6.8494 0.7795 0.025 -0.034 0.023 0.0359
H 0.6307 5.2750 -0.0216 0.034 0.062 -0.063 0.0164
H 2.7343 6.5006 3.4918 -0.049 0.008 0.081 0.0340
H 1.6317 5.8094 4.6994 0.057 0.075 -0.035 0.0334
H 1.0933 7.1396 3.6644 -0.013 -0.086 -0.064 0.0370
H 4.1488 1.2949 1.7909 -0.021 -0.044 0.054 0.0380
H 3.0276 0.0063 1.3332 -0.058 0.080 -0.022 0.0115
H 3.0464 0.6012 2.9979 0.081 0.002 -0.021 0.0356
H 1.2086 3.1312 -0.7198 0.073 0.011 -0.050 0.0198
H 2.0997 1.6164 -0.9319 0.027 0.040 0.019 0.0190
H 2.9698 3.1055 -0.5140 -0.063 -0.024 -0.056 0.0416
H -0.6434 1.9638 1.3209 0.005 -0.055 0.061 0.0178
H -0.0398 1.2058 2.8057 -0.050 -0.021 -0.079 0.0391
H 0.1216 0.3696 1.2487 0.048 -0.096 -0.027 0.0096
```
Forces are in eV/Å.

no.,HOMO-LUMO gap (eV)
1,0.96
2,8.12
3,8.02